# 1
Entry from the Open Molecules 2025 dataset: 4 unconnected molecules or ions with the total composition H8O4 in a non-equilibrium geometry (ωB97M-V/def2-TZVPD).

The geometry in ORCA input format:
```
! wB97M-V def2-TZVPD RIJCOSX def2/J DEFGRID3
* xyz 0 1
O 18.4313 -12.8790 -0.9443
H 16.3188 -14.5322 0.3956
H 16.6827 -13.1479 0.4534
H 20.3164 -13.6157 1.2126
H 21.1373 -10.0467 1.8686
H 19.1491 -12.9040 0.5581
O 16.2742 -13.7657 1.0077
H 20.3041 -11.1237 1.4824
H 18.2514 -12.0838 -1.4738
O 20.3705 -10.1841 1.3774
H 18.0953 -13.5716 -1.5044
O 19.8507 -12.7834 1.2061
*
```

Properties
* M: 72.06 g/mol
* orbital gap: 10.480 eV
* total energy: -8319.55126 eV
* relative energy (zero: lowest compared OMol25 entry of this formula, charge and spin): 108.5 kJ/mol
* SMILES string: O.O.O.O



# 2
Entry from the Open Molecules 2025 dataset: a single C5H10N2O molecule in a non-equilibrium geometry (ωB97M-V/def2-TZVPD).

The geometry in ORCA input format:
```
! wB97M-V def2-TZVPD RIJCOSX def2/J DEFGRID3
* xyz 0 1
H -0.4920 -2.6860 0.7229
O -2.4698 -0.7994 -0.5954
H 1.7596 -0.9943 -1.0819
H -0.6032 2.1316 -1.1613
C 0.0359 1.2571 -1.0367
H -0.8495 2.2541 1.1784
H -0.7119 0.7633 2.1705
H -2.8927 0.0671 -0.5814
N -0.5762 1.2910 1.3182
C -0.3750 -1.6478 0.4485
C -0.3443 0.4716 0.1973
N 0.7232 -0.8395 0.7766
H 2.5009 -1.8080 0.3259
H 1.0669 1.5995 -0.9415
H -0.0359 0.6432 -1.9317
H 2.5577 -0.0523 0.2061
C -1.2305 -0.7233 -0.0164
C 1.9368 -0.9278 0.0019
*
```

Properties
* M: 114.15 g/mol
* orbital gap: 8.175 eV
* total energy: -10372.18162 eV
* relative energy (zero: lowest compared OMol25 entry of this formula, charge and spin): 301.4 kJ/mol
* SMILES string: CN1C=C(O)[C@@]1(C)N



# 3
Entry from the Open Molecules 2025 dataset: a molecular structure, ClNi (ωB97M-V/def2-TZVPD).

The geometry in ORCA input format:
```
! wB97M-V def2-TZVPD RIJCOSX def2/J DEFGRID3
* xyz 1 3
Ni 0.7203 0.0537 1.2168
Cl 2.1609 0.1611 3.6505
*
```

Properties
* M: 94.15 g/mol
* orbital gap (spin up / spin down): 9.726 / 6.506 eV
* total energy: -53553.99103 eV
* relative energy (zero: lowest compared OMol25 entry of this formula, charge and spin): 124.7 kJ/mol



# 4
Entry from the Open Molecules 2025 dataset: a single C2H3NO2S molecule in a non-equilibrium geometry (ωB97M-V/def2-TZVPD).

The geometry in ORCA input format:
```
! wB97M-V def2-TZVPD RIJCOSX def2/J DEFGRID3
* xyz 0 1
O 1.7806 -1.3142 -0.1882
O 1.6576 1.4749 -0.0429
H -0.3276 1.9681 -0.3378
H -0.0414 -2.1620 0.1028
H -2.1987 0.1003 1.0753
C 0.5850 -1.2473 -0.0733
N -0.1414 -0.0283 -0.1379
C 0.5021 1.2293 -0.1908
S -1.8164 -0.0206 -0.2073
*
```

Properties
* M: 105.12 g/mol
* orbital gap: 10.584 eV
* total energy: -18542.11145 eV
* relative energy (zero: lowest compared OMol25 entry of this formula, charge and spin): 129.4 kJ/mol
* SMILES string: O=CN(S)C=O



# 5
Entry from the Open Molecules 2025 dataset: a molecular structure, C52H49N7OP2Pt in a non-equilibrium geometry (ωB97M-V/def2-TZVPD).

The geometry in ORCA input format:
```
! wB97M-V def2-TZVPD RIJCOSX def2/J DEFGRID3
* xyz 2 1
H 5.3935 3.1567 -8.4568
N 0.1839 1.0678 -0.6697
C -5.3642 2.6913 -0.1057
C 3.5133 -0.4398 -1.3809
H -1.6265 -2.8248 -4.4373
C 4.5856 1.0554 -4.4834
C -4.3490 1.9105 0.4208
C 4.9583 2.1808 -6.6099
H 0.0814 -2.4966 2.7752
H -2.2743 -7.7089 0.4438
H -2.0383 -0.3901 -4.2864
C 0.2568 2.4272 2.9169
H -0.3737 -6.1960 0.0052
H 7.2157 0.3270 -4.8395
C -3.3012 -5.0327 2.2326
C 9.1966 2.3243 -8.8789
N 1.9018 -0.7149 0.4234
C -6.1992 0.7898 -1.3171
C 2.2422 -0.1286 -0.7676
C -2.6844 -3.6265 6.4158
H 9.4853 2.8171 -9.8059
H 0.7481 5.5274 3.1467
N -0.1863 1.4748 2.4231
C -2.4779 -1.2180 -1.0385
C 0.7211 2.3759 -3.0782
H -4.1130 -0.7873 4.2118
C -4.0320 -1.6462 6.1815
H 8.6475 1.0029 -6.6705
H -2.2734 -4.4160 7.0254
C 4.3681 -1.3300 -0.7393
H -1.8633 -4.2397 -2.4279
H -4.6785 -0.8985 6.6152
C 1.6204 1.4568 -2.5766
H 2.4408 -1.9305 1.9696
C -3.5110 -2.6612 6.9706
C -1.1912 -5.8717 0.6315
C -4.6850 -2.0437 1.5999
C -6.2812 2.1329 -0.9826
H 5.3189 -1.5801 -1.1829
H -0.6985 4.6951 2.5347
C 7.6205 1.3323 -6.6530
H -1.1523 3.3908 -2.6813
H 4.6338 -2.5599 1.0044
C 5.4543 1.3694 -5.5548
N -3.3059 -1.5641 1.6463
C -2.0921 -1.0083 -3.4031
H 9.3914 1.2518 -8.9620
H -4.1189 -4.7222 2.8664
N 4.8596 0.2005 -3.4201
C -3.3088 -6.3026 1.6815
C 0.9780 3.7040 5.9088
H 5.6972 -0.3450 -3.2943
C -2.3888 -0.4295 -2.1866
H -6.9145 0.3544 -1.9985
H -5.4309 3.7388 0.1472
P -2.2491 -2.4736 2.5986
H -5.3824 -1.2067 1.5802
H -1.5050 4.3440 4.8499
H 9.7824 2.7407 -8.0546
C -2.3007 -2.5934 -1.1373
C -0.4400 2.6594 -2.3393
H 2.1111 2.4032 4.5832
Pt -0.3082 -0.2690 1.0282
C -2.2598 -6.7203 0.8779
C -2.3777 -3.5733 5.0699
H -3.7393 -2.6950 8.0238
C 3.9904 -1.8758 0.4808
C -2.2318 -4.1755 1.9792
H -1.5232 2.1927 -0.5464
C 2.7512 -1.5289 1.0134
H 0.9247 2.8738 -4.0109
H -3.6122 2.3416 1.0873
H -2.4278 -3.2177 -0.2648
O 7.8173 2.5961 -8.7262
H -0.2607 5.2378 6.7776
C -0.7161 5.0796 4.6770
H -7.0529 2.7447 -1.4206
C 1.6670 3.4005 4.5767
H -4.8888 -2.6287 2.4978
C 0.2705 5.0566 5.8436
C 0.0047 4.7542 3.3679
C -1.9964 -3.1692 -2.3595
C 1.3432 0.7946 -1.3412
H 2.4553 4.1364 4.3850
C 2.8661 1.1271 -3.2055
C -3.7220 -1.5812 4.8319
H -4.8690 -2.6690 0.7231
H 3.9275 2.4915 -6.5643
C 7.1218 2.1494 -7.6894
H -0.6559 -1.0820 3.5416
N 0.7096 3.4852 3.4835
C 3.7838 0.2200 -2.5961
H -2.5673 0.6330 -2.1200
C -1.1741 -4.6037 1.1817
H -1.7293 -4.3151 4.6235
H 0.2492 2.9196 6.1262
H -1.1809 6.0624 4.5926
C 5.7625 2.5485 -7.6458
C 6.8038 0.9477 -5.6202
N 3.3701 1.5986 -4.3397
H 1.0064 5.8533 5.7190
C -2.9079 -2.5574 4.2748
P -2.7469 -0.3582 0.5488
H 1.7247 3.7046 6.7036
H -0.3498 -3.9329 0.9809
C -5.1849 0.0086 -0.8011
C -4.2538 0.5659 0.0759
H -4.1361 -6.9684 1.8756
C -1.8771 -2.3761 -3.4885
H -5.1079 -1.0284 -1.0924
C -0.6504 1.9886 -1.1574
C -0.6580 -1.7026 2.6319
*
```

Properties
* M: 1045.04 g/mol
* orbital gap: 6.080 eV
* total energy: -89011.76040 eV
* relative energy (zero: lowest compared OMol25 entry of this formula, charge and spin): 137.1 kJ/mol



# 6
Entry from the Open Molecules 2025 dataset: a molecular structure, C34H47BN8RhS3Se (ωB97M-V/def2-TZVPD).

The geometry in ORCA input format:
```
! wB97M-V def2-TZVPD RIJCOSX def2/J DEFGRID3
* xyz -1 5
H 5.0423 2.5985 -1.7312
C 0.0668 -1.1946 4.1921
N -0.7524 3.7888 0.0340
H 5.7215 3.2235 -4.0165
H -1.0635 -1.6399 6.5927
H 2.2928 1.6346 -5.6286
H -2.7068 -1.1043 6.2413
H 2.2331 -2.8085 3.0034
H -3.4914 2.9170 -1.4986
H -1.2317 -3.4779 5.0666
H 3.9084 -2.6673 3.5796
Se 2.5977 1.3035 -0.6051
S -0.1618 1.7459 1.8283
H 6.3103 -4.2288 -0.1431
C -2.0858 -3.9453 -2.3776
H 0.5383 5.3057 -1.8634
H -1.2615 -1.2517 -4.3811
C -2.3900 -2.6602 -3.1480
H -1.6236 -3.2428 3.3493
H -4.1177 1.9731 2.7994
C 2.9434 -2.3475 0.3019
H 1.5639 -2.3065 -2.0174
N 4.0517 2.4717 -4.9587
H 3.0573 -1.2727 2.8722
C -2.6112 3.0780 -0.9004
H 0.3222 -0.1402 4.3230
H -1.6304 -4.6761 -3.0495
H 1.4632 0.9551 -3.4131
H -3.1837 0.7485 5.0460
H -2.8749 -3.0079 4.5865
H 1.9741 5.3260 1.4773
C -1.1272 -2.2064 -3.8731
H 0.7707 4.3493 2.3463
H -3.0835 -3.6142 -4.9398
H 2.8182 -1.1577 -2.4030
H -0.9103 -2.9780 -4.6171
C -3.0312 0.5000 4.0152
C 3.7133 -2.7267 1.4424
N -2.2252 2.1793 0.0726
C -3.4975 1.1008 2.9092
C -1.6600 -0.9907 5.9515
C 1.2938 4.4728 1.3987
C 4.9079 -3.3990 1.2638
C 0.3421 4.8037 0.2562
H -4.3221 1.5223 0.4153
C 2.6350 -2.2175 -2.1988
H -0.2752 -2.1076 -3.2090
H -1.3898 -3.7336 -1.5637
C -2.3723 -0.5614 -1.5933
C -1.0666 2.6046 0.6414
S -0.8229 0.1166 -1.9197
N -2.2453 -0.5682 3.5942
H 0.3113 -1.4824 3.1719
C 4.3982 2.3677 -2.5713
C 1.1431 4.9121 -1.0417
C -1.8128 -2.8816 4.3589
H 2.9095 -2.8025 -3.0789
H -0.9442 6.0394 1.4934
H 0.6692 -1.7926 4.8824
S -1.4266 -1.7428 1.2467
H -1.3464 0.0386 6.1321
C 4.6256 -3.3285 -1.1293
C 3.1785 1.7154 -2.3512
C 3.2063 -2.3534 2.8047
H 1.5308 3.9311 -1.3189
C -0.3441 6.1340 0.5849
C 4.7741 2.7153 -3.8575
N -3.0047 0.4219 1.8131
H -0.9900 6.4853 -0.2211
C 5.3704 -3.7050 -0.0160
N -2.9267 -1.6733 -2.1526
C -4.3672 -0.9260 -0.6737
H 1.8705 3.5748 1.1971
C -2.2430 -0.6110 2.2334
H -5.1912 -0.7494 -0.0044
H 5.4928 -3.6804 2.1341
N 1.7987 -1.6810 0.4879
C -1.4122 -1.4165 4.5049
H 4.9933 -3.5550 -2.1242
Rh 0.5491 -0.2651 0.1889
H 1.9886 5.5861 -0.8876
N -3.2661 -0.0950 -0.6942
H -3.6934 -1.9643 -4.7339
H -4.7741 -2.7564 -1.8054
C 2.8919 1.8412 -4.7453
C 2.4234 1.4522 -3.5004
C 3.4192 -2.6578 -1.0000
H -1.6502 4.9281 -1.5714
H -2.9885 -4.3850 -1.9485
B -3.2104 1.0204 0.4000
H -4.3911 -3.2979 -3.8039
C -3.4646 -2.8960 -4.2125
C -1.7090 4.0660 -0.9341
H 0.4229 6.8916 0.7546
C -4.1636 -1.9081 -1.5615
*
```

Properties
* M: 856.69 g/mol
* orbital gap (spin up / spin down): 5.543 / 6.161 eV
* total energy: -149483.54163 eV



# 7
Entry from the Open Molecules 2025 dataset: a molecular structure, C38H33Co2N3O5P in a non-equilibrium geometry (ωB97M-V/def2-TZVPD).

The geometry in ORCA input format:
```
! wB97M-V def2-TZVPD RIJCOSX def2/J DEFGRID3
* xyz -1 1
H 1.6859 -2.5376 -3.3506
H -0.6349 -0.0246 3.7513
H 2.7663 -2.7820 -1.9608
C -5.1197 -0.4868 0.4887
C -4.0530 0.8792 5.3754
H 4.7367 -2.3479 -5.7419
C -3.7726 4.1352 1.0384
H 2.2014 -0.3254 -2.1050
N 3.1237 1.1394 -4.0216
H -3.0992 -2.5214 2.3480
H 6.3422 -1.4737 2.4301
C 3.7819 -2.1769 -5.2326
C 3.5153 1.5591 -5.3462
H -0.8261 0.1444 6.2178
H -5.0094 1.1510 5.8228
C -3.4669 2.9158 1.6476
H -4.8429 0.8557 3.3581
C -1.5980 0.2234 4.2095
H 2.6942 2.0727 -5.8519
O -0.0841 -2.6598 2.5303
C 3.4580 -0.5889 -0.0684
H -4.8448 -4.1685 1.7130
H 2.9874 -2.5535 -5.8945
H -4.0376 4.9887 1.6635
P -2.5833 0.2164 1.5888
C 4.2512 -1.7201 1.9520
C -3.9380 -2.2131 1.7176
H -0.5317 1.4210 -1.0637
C -0.0416 0.8584 -0.2787
H -6.9410 -1.0992 -0.4860
C -1.7052 0.3297 5.5987
O 1.9731 -0.1491 3.4948
H -6.7617 -3.4717 0.2735
C 2.3264 -0.1466 -0.8580
H -3.5224 2.8189 2.7300
C 3.2318 -1.4136 1.0616
C 2.6912 -2.3217 -2.9480
C -3.4001 3.1533 -1.1424
C 1.3138 0.4828 -0.2275
O -0.7631 3.1568 2.8991
H 4.3728 2.2334 -5.2992
N 2.8883 -0.8861 -2.7710
C -2.7208 0.4280 3.4013
C -3.7310 4.2574 -0.3531
C 5.5437 -1.2364 1.7257
C 5.7975 -0.4361 0.6033
H 3.2586 0.0790 -6.9298
H 2.7989 1.7397 -3.2724
C -1.4294 -1.1868 -0.7299
C 3.8698 0.2537 -6.0368
H -3.3691 3.2290 -2.2300
C 3.7427 -2.8775 -3.8900
H -3.9569 5.2153 -0.8242
H 4.0323 -2.3346 2.8274
C -4.0155 -0.8907 1.2508
H -2.8397 1.0643 -1.1572
H -2.9987 0.7900 7.2632
C -3.1177 1.8127 0.8613
C 4.7788 -0.1314 -0.2944
C -3.0978 1.9293 -0.5374
C -4.9242 -3.1385 1.3633
C 2.0114 2.4958 1.1095
H 6.8006 -0.0423 0.4311
C -6.1010 -1.4185 0.1319
C -0.3490 -1.7657 1.8332
H 4.7256 -2.7881 -3.4163
H 3.5496 -3.9416 -4.0499
C -6.0007 -2.7446 0.5612
C 3.1895 -0.2047 -3.8897
O -1.8334 -1.6207 -1.7303
Co -0.8332 -0.5144 0.7377
C 1.4770 0.2614 2.5286
C -0.2455 2.3712 2.2214
H 2.2336 -1.8524 1.1722
H 4.9210 0.2357 -6.3488
H 4.9515 0.5074 -1.1637
H -5.2150 0.5504 0.1675
Co 0.7572 1.2885 1.2578
C -2.9254 0.6783 6.1801
N 3.6188 -0.7536 -5.0255
O 2.8413 3.2954 1.0004
C -3.9598 0.7289 3.9881
*
```

Properties
* M: 760.54 g/mol
* orbital gap: 4.786 eV
* total energy: -139187.61685 eV



# 8
Entry from the Open Molecules 2025 dataset: 2 unconnected molecules or ions with the total composition C3H12N2 in a non-equilibrium geometry (ωB97M-V/def2-TZVPD).

The geometry in ORCA input format:
```
! wB97M-V def2-TZVPD RIJCOSX def2/J DEFGRID3
* xyz 1 2
H -0.3197 2.6423 0.4229
H -1.7288 -2.4911 -2.0035
H -1.4937 -0.9068 -1.2052
H -0.1652 -1.9986 -1.2969
N 2.5369 2.4093 0.0777
C -1.2514 -1.9716 -1.1803
H -1.2706 -3.3998 0.4946
H 1.0497 1.1080 -0.7956
C -1.7848 -2.4941 0.1543
H -1.6961 -1.7730 0.9664
H 1.7206 0.6504 0.7485
N 0.4089 2.1893 0.9481
C 1.3653 1.5028 0.1684
H 0.0055 1.5984 1.6619
H 2.2744 3.3815 -0.1085
H -2.8093 -2.8525 0.0530
H 3.1583 2.4052 0.8942
*
```

Properties
* M: 76.14 g/mol
* orbital gap (spin up / spin down): 10.762 / 5.424 eV
* total energy: -6276.40118 eV
* relative energy (zero: lowest compared OMol25 entry of this formula, charge and spin): 48.0 kJ/mol